(1)
Entry from the Open Molecules 2025 dataset: C29H38MnNSi as an isolated structure in a non-equilibrium geometry (ωB97M-V with the def2-TZVPD basis set).

Last column: Mulliken charge in e.
Element x y z (Å)
Mn 0.33 0.25 -0.10  0.065
C 1.61 5.14 2.62  -1.675
C 0.60 4.21 1.93  1.524
C -0.56 5.02 1.35  -1.662
C 1.27 3.33 0.88  0.601
C 0.57 2.89 -0.24  -0.281
C 1.18 2.16 -1.26  -1.261
C 2.53 1.81 -1.18  1.308
C 3.25 1.13 -2.32  -1.596
C 3.22 2.19 -0.03  -1.230
C 2.61 2.96 0.95  -0.376
H 1.08 5.83 3.28  0.439
H 2.17 5.73 1.89  0.384
H 2.33 4.59 3.24  0.379
H 0.19 3.55 2.70  -0.208
H -0.25 5.60 0.48  0.372
H -0.94 5.72 2.11  0.446
H -1.41 4.39 1.06  0.335
H -0.45 3.20 -0.38  0.192
H 0.65 2.03 -2.19  0.827
H 4.31 1.39 -2.31  0.500
H 2.83 1.44 -3.28  0.382
H 3.16 0.05 -2.25  0.211
H 4.27 1.95 0.06  0.488
H 3.21 3.27 1.80  0.290
C 0.95 -1.17 -1.44  -1.224
Si -0.47 -2.29 -1.19  0.049
C -0.32 -2.67 0.62  -1.584
N 0.05 -1.42 1.34  1.036
C -1.12 -0.78 1.98  -0.854
C -0.71 0.62 2.48  -0.409
C 0.81 0.69 2.73  0.199
C 1.26 -0.60 3.38  -1.360
C 1.05 -1.74 2.38  -1.162
C -0.70 -3.86 -2.15  0.710
C 0.20 -4.91 -1.95  -0.412
C 0.08 -6.11 -2.65  -0.754
C -0.96 -6.27 -3.56  -0.423
C -1.86 -5.24 -3.77  -0.690
C -1.73 -4.04 -3.08  -0.224
C -1.94 -1.14 -1.29  0.101
C -3.26 -1.50 -1.00  0.089
C -4.26 -0.54 -0.93  -0.800
C -3.97 0.80 -1.15  -0.670
C -2.68 1.19 -1.47  -0.648
C -1.69 0.21 -1.55  -0.005
H 1.02 -0.78 -2.46  0.562
H 1.91 -1.61 -1.15  0.555
H 0.49 -3.40 0.75  0.709
H -1.21 -3.13 1.07  0.314
H -1.49 -1.40 2.81  0.540
H -1.93 -0.72 1.26  0.166
H -1.23 0.83 3.41  0.680
H -1.03 1.41 1.78  0.039
H 1.06 1.56 3.33  0.509
H 1.39 0.81 1.81  -0.328
H 0.67 -0.78 4.28  0.394
H 2.30 -0.55 3.69  0.461
H 0.71 -2.64 2.90  0.480
H 1.98 -2.00 1.87  0.470
H 1.03 -4.80 -1.25  0.278
H 0.78 -6.91 -2.48  0.398
H -1.07 -7.20 -4.10  0.389
H -2.67 -5.36 -4.49  0.400
H -2.44 -3.24 -3.27  0.321
H -3.50 -2.54 -0.79  0.463
H -5.28 -0.84 -0.70  0.432
H -4.76 1.55 -1.10  0.435
H -2.46 2.23 -1.69  0.508
H -0.73 0.49 -1.99  0.404

Calculated values
Expectation value of S² ... 0.80
Charge ... +1
LUMO level (alpha / beta) ... -2.87 / -2.62 eV
HOMO (alpha / beta) ... -11.337 / -11.171 eV
Multiplicity ... 2
HOMO-LUMO gap (alpha / beta) ... 8.47 / 8.56 eV

---

(2)
Entry from the Open Molecules 2025 dataset: C29H38N4O2P2Ti as an isolated structure in a non-equilibrium geometry (ωB97M-V with the def2-TZVPD basis set).

Last column: Mulliken charge in e.
Element x y z (Å)
Ti -0.27 0.96 2.28  -0.344
C -1.78 1.59 -3.85  -0.533
C -1.91 0.27 -3.68  -0.458
C -0.96 -0.76 -4.18  -1.219
C 0.56 -0.45 -4.14  -1.229
C 1.13 0.33 -2.99  0.121
C 0.94 1.64 -2.78  -0.050
C 0.61 2.56 -3.92  -1.122
C -0.72 2.24 -4.67  -0.876
C 1.56 1.39 3.42  -1.383
H -2.52 2.28 -3.46  0.386
H -2.85 -0.14 -3.33  1.386
H -1.21 -0.99 -5.23  0.374
H -1.15 -1.70 -3.64  0.349
H 1.07 -1.43 -4.16  0.376
H 0.83 0.04 -5.09  0.459
H 1.93 -0.19 -2.46  0.526
H 1.17 2.13 -1.83  0.394
H 1.42 2.49 -4.67  0.294
H 0.58 3.60 -3.57  0.342
H -1.12 3.19 -5.06  0.477
H -0.48 1.62 -5.55  0.327
H 0.97 1.92 4.19  0.355
H 2.35 2.07 3.08  0.493
H 2.04 0.54 3.93  0.438
P 1.64 -0.23 1.08  1.481
P -1.43 -1.10 1.19  -0.256
N 2.81 0.86 0.25  1.026
N 2.75 -1.51 1.69  0.663
N -2.27 0.20 0.39  0.538
N -2.85 -2.08 1.43  0.557
C 0.89 -1.10 -0.32  -0.488
C -0.40 -1.90 -0.08  -1.103
C 2.97 2.21 0.58  -0.647
C 4.16 2.67 0.03  -0.999
C 4.68 1.62 -0.79  -0.860
C 3.84 0.52 -0.64  -0.478
C 3.66 -1.32 2.74  -0.625
C 4.32 -2.51 2.98  -0.773
C 3.82 -3.47 2.06  -0.720
C 2.84 -2.84 1.30  -0.408
C -1.97 1.56 0.76  -0.041
C -2.49 2.38 -0.26  -0.431
C -3.15 1.56 -1.19  -1.521
C -2.87 0.24 -0.84  -0.088
C -4.11 -2.04 0.80  -0.339
C -4.90 -3.04 1.33  -0.645
C -4.15 -3.69 2.35  -0.693
C -2.89 -3.11 2.38  -0.418
H 1.66 -1.73 -0.81  1.524
H 0.61 -0.31 -1.03  -1.451
H -0.99 -2.00 -1.02  0.330
H -0.18 -2.93 0.27  0.533
H 2.25 2.72 1.19  0.643
H 4.63 3.62 0.23  0.501
H 5.57 1.67 -1.41  0.503
H 3.89 -0.45 -1.09  0.502
H 3.74 -0.35 3.22  0.513
H 5.07 -2.68 3.74  0.474
H 4.13 -4.50 1.95  0.475
H 2.22 -3.23 0.51  0.464
H -2.11 1.82 1.84  0.172
H -2.38 3.45 -0.31  0.583
H -3.73 1.86 -2.04  0.918
H -3.11 -0.67 -1.38  0.674
H -4.35 -1.31 0.06  0.557
H -5.91 -3.27 1.02  0.465
H -4.51 -4.48 3.00  0.474
H -2.03 -3.31 2.98  0.445
C -2.17 1.78 4.71  -0.888
O -1.28 1.33 3.71  -0.418
C -0.40 -0.56 3.54  0.664
O -0.50 -1.32 4.43  -0.269
H -2.19 1.10 5.57  0.319
H -3.18 1.87 4.29  0.330
H -1.85 2.79 5.02  0.350

Calculated values
Charge ... +2
LUMO level ... -8.00 eV
HOMO ... -13.546 eV
HOMO-LUMO gap ... 5.54 eV

---

(3)
Entry from the Open Molecules 2025 dataset: one molecule with the formula C29H38N4O4S (ωB97M-V with the def2-TZVPD basis set).

Last column: Mulliken charge in e.
Element x y z (Å)
C -6.86 -0.50 3.00  -0.908
O -6.74 -1.09 1.73  -0.467
C -5.51 -1.14 1.16  0.661
C -4.35 -0.67 1.71  0.006
C -3.13 -0.76 1.02  0.344
C -1.90 -0.26 1.55  -0.431
C -0.74 -0.33 0.85  0.801
C 0.56 0.21 1.40  -1.531
N 0.83 1.58 1.00  0.239
C 0.20 2.63 1.76  -1.399
C -0.64 3.58 0.88  -1.216
C -1.67 2.85 0.07  0.486
C -2.98 2.73 0.52  -0.654
C -3.92 2.06 -0.25  -0.921
C -3.56 1.50 -1.46  -0.268
C -2.25 1.60 -1.92  0.151
C -1.83 1.01 -3.24  -1.723
C -1.32 2.29 -1.15  0.587
C 1.84 1.89 0.13  0.126
S 2.58 3.38 0.19  -0.347
N 2.21 0.96 -0.76  0.359
C 3.31 1.14 -1.66  -1.677
C 4.65 0.76 -1.01  -0.484
C 4.67 -0.70 -0.58  -0.652
N 6.02 -1.14 -0.25  0.048
C 6.49 -0.59 1.01  -0.334
C 7.93 -1.03 1.24  -0.769
O 8.06 -2.43 1.26  -0.383
C 7.58 -2.97 0.05  -0.638
C 6.12 -2.59 -0.20  -0.516
C -0.72 -0.93 -0.47  0.324
O 0.28 -1.05 -1.18  -0.942
N -1.91 -1.42 -0.91  0.259
C -3.10 -1.35 -0.25  -1.592
C -4.28 -1.84 -0.82  -0.592
C -5.48 -1.74 -0.14  1.032
O -6.67 -2.18 -0.59  -0.463
C -6.73 -2.78 -1.86  -0.920
H -7.91 -0.56 3.26  0.242
H -6.27 -1.04 3.75  0.341
H -6.55 0.55 2.98  0.347
H -4.34 -0.21 2.69  0.491
H -1.92 0.18 2.53  0.401
H 1.38 -0.43 1.06  0.126
H 0.53 0.17 2.49  0.580
H 0.97 3.23 2.27  0.554
H -0.45 2.17 2.51  0.487
H 0.05 4.11 0.21  0.359
H -1.11 4.31 1.54  0.562
H -3.26 3.16 1.46  0.422
H -4.94 1.98 0.09  0.371
H -4.30 0.99 -2.06  0.507
H -2.63 0.41 -3.66  0.318
H -0.94 0.39 -3.11  0.306
H -1.58 1.80 -3.94  0.441
H -0.31 2.39 -1.51  0.476
H 1.61 0.14 -0.90  0.282
H 3.35 2.19 -1.96  0.492
H 3.13 0.52 -2.54  0.527
H 4.80 1.42 -0.16  0.260
H 5.45 0.94 -1.73  0.383
H 3.97 -0.86 0.25  0.258
H 4.33 -1.32 -1.42  0.388
H 6.44 0.50 0.97  0.382
H 5.86 -0.94 1.86  0.268
H 8.29 -0.68 2.21  0.368
H 8.56 -0.61 0.44  0.372
H 7.69 -4.06 0.14  0.361
H 8.19 -2.61 -0.79  0.352
H 5.80 -3.00 -1.16  0.359
H 5.49 -3.02 0.60  0.324
H -1.90 -1.84 -1.84  0.302
H -4.23 -2.29 -1.80  0.458
H -6.42 -2.09 -2.65  0.346
H -6.12 -3.69 -1.91  0.345
H -7.78 -3.04 -2.01  0.245

Calculated values
Charge ... 0
LUMO level ... 0.11 eV
HOMO ... -7.699 eV
SMILES ... COc1cc2cc(CN(CCc3cccc(C)c3)C(=S)NCCCN3CCOCC3)c(=O)[nH]c2cc1OC
HOMO-LUMO gap ... 7.81 eV

---

(4)
Entry from the Open Molecules 2025 dataset: one molecule with the formula C29H38N6S (ωB97M-V with the def2-TZVPD basis set).

Last column: Mulliken charge in e.
Element x y z (Å)
C -8.42 1.83 2.05  -1.303
C -7.05 1.17 2.03  -0.335
N -6.03 2.10 1.58  0.141
C -6.02 2.36 0.15  -1.323
C -4.98 1.55 -0.63  -0.543
N -3.66 1.85 -0.11  0.237
C -2.52 1.39 -0.69  0.202
C -2.56 0.67 -1.92  -0.885
C -1.40 0.25 -2.50  1.520
C -1.42 -0.51 -3.79  -2.053
C -0.16 0.54 -1.85  1.064
C 1.09 0.17 -2.35  -0.399
C 2.25 0.46 -1.66  -0.377
N 3.48 0.11 -2.22  -0.063
C 4.65 -0.19 -1.59  0.046
S 6.05 -0.22 -2.48  -0.405
N 4.61 -0.46 -0.28  0.291
C 5.78 -0.89 0.45  -0.975
C 5.38 -1.26 1.87  -0.626
C 4.43 -2.46 1.90  -0.913
N 3.13 -2.16 1.31  0.637
C 2.51 -3.31 0.67  -1.305
C 1.35 -2.83 -0.20  -0.686
C 0.37 -2.04 0.62  0.887
C -0.96 -1.95 0.25  -0.706
C -1.86 -1.24 1.02  -0.563
C -1.43 -0.61 2.18  -0.462
C -0.10 -0.70 2.55  -0.909
C 0.81 -1.42 1.78  0.665
C 2.23 -1.55 2.27  -1.480
C 2.17 1.15 -0.43  -0.155
C 0.96 1.53 0.07  -0.337
C -0.23 1.24 -0.62  -1.277
N -1.39 1.66 -0.07  -0.299
C -3.62 2.40 1.22  -0.772
C -4.70 1.74 2.07  -0.920
H -8.76 2.08 1.05  0.319
H -9.15 1.15 2.50  0.422
H -8.38 2.74 2.64  0.320
H -6.79 0.87 3.05  0.440
H -7.08 0.25 1.41  0.248
H -5.82 3.43 0.00  0.272
H -7.01 2.15 -0.26  0.446
H -5.21 0.48 -0.53  0.353
H -5.04 1.82 -1.68  0.600
H -3.50 0.44 -2.39  0.336
H -2.44 -0.67 -4.13  0.346
H -0.94 -1.49 -3.67  0.387
H -0.88 0.03 -4.56  0.398
H 1.16 -0.34 -3.30  0.411
H 3.55 0.14 -3.23  0.318
H 3.73 -0.82 0.12  -0.146
H 6.24 -1.75 -0.06  0.402
H 6.51 -0.08 0.45  0.485
H 6.27 -1.51 2.44  0.420
H 4.90 -0.40 2.35  0.251
H 4.32 -2.82 2.94  0.295
H 4.89 -3.27 1.32  0.456
H 3.25 -3.81 0.05  0.519
H 2.13 -4.04 1.42  0.442
H 0.86 -3.68 -0.67  0.519
H 1.75 -2.19 -1.00  -0.051
H -1.29 -2.44 -0.66  0.450
H -2.90 -1.19 0.73  0.329
H -2.12 -0.06 2.79  0.509
H 0.24 -0.21 3.45  0.461
H 2.61 -0.56 2.52  0.344
H 2.20 -2.14 3.21  0.444
H 3.08 1.41 0.08  0.573
H 0.89 2.07 1.00  0.478
H -2.63 2.20 1.62  0.541
H -3.77 3.49 1.20  0.197
H -4.62 2.08 3.11  0.346
H -4.54 0.65 2.06  0.498

Calculated values
Charge ... 0
LUMO level ... 0.41 eV
HOMO ... -7.230 eV
SMILES ... CCN1CCN(c2cc(C)c3cc(NC(=S)NCCCN4CCc5ccccc5C4)ccc3n2)CC1
HOMO-LUMO gap ... 7.64 eV

---

(5)
Entry from the Open Molecules 2025 dataset: C29H39AuClN6O2 as an isolated structure (ωB97M-V with the def2-TZVPD basis set).

Last column: Mulliken charge in e.
Element x y z (Å)
Au -0.84 1.53 -0.40  0.859
C 1.14 3.04 1.36  -1.397
N 1.44 1.72 1.89  0.463
C 2.86 1.41 2.00  -1.279
C 0.48 0.83 2.23  0.538
N -0.64 0.78 1.51  0.197
C -1.87 0.38 2.08  0.056
C -2.22 0.85 3.32  -0.415
C -3.42 0.47 3.94  -0.919
C -4.27 -0.38 3.30  -0.891
C -3.97 -0.84 1.99  1.548
C -4.90 -1.69 1.33  -0.869
C -4.68 -2.10 0.06  -1.098
C -3.51 -1.70 -0.61  -0.448
C -2.55 -0.93 0.00  0.092
N -1.42 -0.54 -0.74  0.851
C -0.84 -1.38 -1.59  -0.482
N -0.38 -0.98 -2.79  0.583
C -1.04 0.06 -3.58  -1.194
C 0.80 -1.56 -3.41  -1.298
N -0.64 -2.68 -1.26  0.457
C -0.83 -3.76 -2.22  -1.239
C -0.53 -3.10 0.12  -0.809
C -2.77 -0.46 1.35  -0.976
N 0.73 0.01 3.27  0.296
C 1.46 0.48 4.44  -1.251
C 0.07 -1.27 3.46  -0.836
H 1.73 3.78 1.91  0.424
H 0.09 3.27 1.51  0.411
H 1.40 3.12 0.30  0.299
H 3.35 1.66 1.05  0.447
H 2.99 0.34 2.18  0.386
H 3.35 1.96 2.80  0.309
H -1.54 1.53 3.83  0.579
H -3.66 0.85 4.93  0.416
H -5.20 -0.69 3.76  0.444
H -5.81 -1.97 1.86  0.450
H -5.40 -2.72 -0.45  0.435
H -3.37 -1.98 -1.65  0.568
H -1.99 0.32 -3.11  0.244
H -1.24 -0.35 -4.57  0.425
H -0.43 0.95 -3.66  0.319
H 0.54 -2.17 -4.28  0.345
H 1.33 -2.18 -2.69  0.370
H 1.46 -0.75 -3.73  0.492
H -1.17 -3.35 -3.17  0.379
H -1.59 -4.44 -1.84  0.393
H 0.10 -4.32 -2.39  0.381
H -0.12 -2.28 0.71  -0.032
H 0.15 -3.95 0.18  0.565
H -1.50 -3.40 0.55  0.227
H 1.68 1.54 4.36  0.405
H 2.39 -0.08 4.58  0.370
H 0.84 0.32 5.33  0.388
H -0.38 -1.61 2.54  0.111
H -0.71 -1.20 4.22  0.321
H 0.82 -2.00 3.78  0.414
C -3.28 2.84 -1.84  -0.894
C -1.97 3.28 -2.46  0.823
O -1.90 4.14 -3.30  -0.607
O -0.86 2.66 -2.03  -0.776
H -4.11 3.23 -2.43  0.340
H -3.36 3.25 -0.83  0.268
H -3.36 1.76 -1.76  0.151
Cl 8.04 0.42 -2.10  -0.193
C 6.33 0.58 -1.96  0.355
C 5.68 1.67 -2.55  -0.707
C 4.32 1.79 -2.43  -0.603
C 3.55 0.84 -1.72  0.868
C 2.17 0.96 -1.59  -0.981
C 4.24 -0.26 -1.14  -0.207
C 5.61 -0.38 -1.26  -0.855
H 6.26 2.40 -3.09  0.424
H 3.82 2.64 -2.89  0.465
H 1.62 1.78 -2.05  0.452
H 1.60 0.21 -1.05  -0.001
H 3.68 -1.01 -0.60  0.451
H 6.13 -1.22 -0.81  0.408

Calculated values
Expectation value of S² ... 2.05
Charge ... +1
LUMO level (alpha / beta) ... -2.38 / -4.63 eV
HOMO (alpha / beta) ... -9.761 / -10.630 eV
Multiplicity ... 3
HOMO-LUMO gap (alpha / beta) ... 7.38 / 6.00 eV

---

(6)
Entry from the Open Molecules 2025 dataset: C29H39BO2S as an isolated structure in a non-equilibrium geometry (ωB97M-V with the def2-TZVPD basis set).

Last column: Mulliken charge in e.
Element x y z (Å)
C -1.58 -1.56 -0.17  -1.922
C -1.04 -0.20 0.47  -0.678
C -0.14 0.57 -0.52  2.882
C 0.76 1.53 0.02  0.516
C 1.37 1.38 1.40  -1.280
C 1.01 2.72 -0.67  -0.745
C 0.51 2.89 -1.94  0.671
C 0.68 4.24 -2.62  -1.797
C -0.10 1.87 -2.60  -1.342
C -0.27 0.57 -1.98  -0.313
C -0.59 -0.56 -2.92  -1.470
H -2.57 -1.25 -0.50  0.457
H -1.06 -2.01 -1.02  0.474
H -1.62 -2.36 0.59  0.218
H -0.28 -0.55 1.26  0.502
H 2.04 2.24 1.60  0.532
H 0.61 1.34 2.20  0.188
H 1.95 0.46 1.45  -0.194
H 1.58 3.53 -0.15  0.184
H 1.71 4.35 -3.00  0.359
H -0.05 4.36 -3.43  0.353
H 0.50 5.05 -1.90  0.337
H -0.40 1.95 -3.66  0.322
H -0.26 -0.28 -3.93  0.522
H -0.03 -1.47 -2.63  -0.016
H -1.67 -0.78 -2.97  0.222
C -2.51 5.76 -1.37  -1.750
C -2.56 4.43 -0.64  1.153
C -3.07 3.30 -1.27  -1.112
C -2.94 2.03 -0.68  -0.483
C -2.32 1.97 0.58  -0.057
B 1.76 -1.76 -0.72  0.519
C -2.23 0.57 1.20  2.592
C -3.50 -0.20 1.29  -0.396
C -3.56 -1.13 2.31  -1.032
C -2.47 -1.00 3.22  0.735
C -2.19 -1.82 4.40  -1.404
S -1.58 0.40 2.89  -0.496
O 1.33 -3.01 -0.97  -0.670
C 2.53 -3.74 -0.56  1.149
C 2.12 -5.14 -0.20  -1.757
C 3.39 -3.74 -1.84  -1.721
C 3.13 -2.82 0.64  1.621
C 2.75 -3.26 2.04  -2.101
C 4.62 -2.59 0.61  -1.817
O 2.53 -1.52 0.32  -0.158
C -1.77 3.09 1.19  0.097
C -2.03 4.35 0.65  -1.200
H -1.61 6.34 -1.08  0.384
H -2.48 5.65 -2.47  0.353
H -3.37 6.41 -1.16  0.401
H -3.62 3.37 -2.19  0.422
H -3.28 1.15 -1.17  0.234
H -4.10 -0.21 0.38  0.428
H -4.37 -1.77 2.51  0.561
H -2.80 -2.72 4.45  0.381
H -1.14 -2.12 4.49  0.265
H -2.41 -1.23 5.29  0.330
H 3.03 -5.68 0.04  0.370
H 1.41 -5.15 0.64  0.320
H 1.64 -5.56 -1.10  0.477
H 4.29 -4.33 -1.68  0.410
H 2.76 -4.20 -2.61  0.472
H 3.65 -2.71 -2.19  0.248
H 3.31 -4.17 2.26  0.435
H 3.10 -2.50 2.73  0.516
H 1.68 -3.43 2.20  0.294
H 5.11 -3.54 0.84  0.401
H 4.95 -2.17 -0.35  0.323
H 4.82 -1.88 1.42  0.474
H -1.15 2.96 2.09  0.412
H -1.86 5.26 1.22  0.391

Calculated values
Charge ... 0
LUMO level ... -1.73 eV
HOMO ... -4.443 eV
HOMO-LUMO gap ... 2.72 eV